44
Properties=species:S:1:pos:R:3:forces:R:3:mulliken_charge:R:1 method="wB97M-V/def2-TZVPD" de_lowest_kcal_mol=442.46 e_homo_ev=-7.18 e_lumo_ha=0.0152 total_charge=0 e_tot_ev=-29027.6744
C -3.58753 -2.08512 1.69630 -0.45 0.31 -1.76 -0.93
O -2.75284 -0.89771 1.09706 -2.49 -2.89 2.33 -0.37
C -3.50691 -0.08348 0.35567 -2.79 0.53 -1.85 0.68
C -4.91466 -0.17592 0.06298 -0.94 -0.92 5.05 -0.36
C -5.57754 0.94936 -0.44728 6.37 -3.20 0.85 -0.76
C -4.83066 1.90782 -0.88076 2.34 9.29 -6.03 -0.39
C -3.38752 2.00302 -1.02060 -2.58 -3.44 3.29 -0.70
C -2.81293 0.96993 -0.29888 3.59 -1.45 0.47 0.45
C -1.27099 0.84831 -0.08846 -4.06 3.46 0.32 0.22
C -0.50099 2.15287 0.21136 2.67 -12.94 -3.52 -0.55
N 0.72200 1.67324 0.14447 2.83 0.44 0.71 -0.82
N 0.84966 0.07941 -0.10837 -9.47 12.03 1.93 -0.01
C 1.92548 -0.48745 -0.02787 2.17 -9.62 -2.95 1.30
N 3.10158 -0.02991 0.26064 1.71 -7.85 -10.36 0.58
C 4.32476 -0.71625 -0.46325 -6.19 -8.32 8.64 -0.59
C 5.45343 -0.15468 -0.74167 1.33 14.43 -2.94 -1.00
O 5.67882 1.00944 0.28857 3.97 -3.22 -0.81 -0.43
C 4.65504 1.79957 0.50870 -3.27 2.11 -2.75 -0.72
C 3.44552 0.97509 0.88006 2.49 8.78 12.18 -0.50
C 1.60401 -1.91203 -0.49277 -0.08 4.80 2.37 -1.72
C 0.21786 -2.33268 -0.48158 13.53 -4.51 -2.78 1.35
C 0.09664 -3.61887 -1.01561 -10.23 -2.74 11.57 -1.77
N -0.68993 -1.63794 -0.48636 -13.13 11.37 1.87 -0.23
C -0.50682 -0.26832 -0.13130 1.62 -2.38 -1.81 -0.18
H -3.98033 -2.64122 0.79918 -0.05 0.95 0.68 0.38
H -4.48222 -1.82439 2.38533 1.91 0.10 -1.14 0.31
H -2.95375 -2.87668 2.11264 0.50 1.10 0.41 0.31
H -5.71369 -0.68445 0.88598 2.61 0.39 -2.59 0.07
H -6.51577 0.98188 -0.45632 -7.61 0.29 -0.10 0.71
H -5.31219 2.97436 -1.50023 0.79 -3.35 2.14 0.05
H -2.76109 2.79037 -1.32344 0.08 1.03 -0.84 0.52
H -0.69309 3.00171 0.63737 -1.30 5.05 1.72 0.69
H 4.17077 -1.58580 -1.01102 -1.59 -0.90 -1.77 0.52
H 4.70687 -1.41221 0.50218 -0.98 1.18 -1.34 0.35
H 6.39576 -0.38097 -0.92783 3.68 -2.65 -0.65 0.41
H 5.16517 0.67690 -1.65799 1.03 -2.03 1.28 0.25
H 4.94329 2.70660 1.10749 -0.56 -1.35 0.09 0.33
H 4.25364 2.26344 -0.48433 0.84 -0.15 0.69 0.31
H 2.62465 1.66451 1.16036 0.40 -0.56 -0.37 0.34
H 3.76798 0.44686 1.94890 -0.18 1.80 -1.03 0.31
H 2.38996 -2.52035 -0.34542 2.26 -2.61 0.29 0.42
H 0.48064 -3.96382 -1.74852 5.88 -3.87 -9.03 0.71
H -1.12402 -3.85008 -1.18273 3.06 0.79 0.29 0.22
H 0.20956 -4.29010 0.00274 0.29 0.74 -2.70 0.24